The molecule C20H27N3O3 in a non-equilibrium geometry, computed with wB97M-V/def2-TZVPD.

E_tot (eV): -31791.2805
Kohn-Sham gap (eV): 9.515
Molar mass (g/mol): 357.5
ΔE to the lowest compared entry with this formula, charge and spin (kcal/mol): 66.5
SMILES: CC(C)(C)c1ccc(-c2noc(CCC(=O)NC[C@H]3CCCO3)n2)cc1

```
! RIJCOSX wB97M-V def2-TZVPD def2/J DEFGRID3
* xyz 0 1
C -7.16 -1.19 -1.22
C -6.67 -0.67 0.14
C -7.59 0.48 0.56
C -6.79 -1.78 1.19
C -5.22 -0.25 0.02
C -4.78 1.05 0.27
C -3.45 1.39 0.15
C -2.51 0.44 -0.23
C -1.12 0.81 -0.36
N -0.16 -0.01 -0.71
O 0.98 0.75 -0.71
C 0.62 1.98 -0.35
C 1.63 3.06 -0.24
C 3.01 2.57 -0.68
C 3.55 1.58 0.35
O 3.34 1.70 1.54
N 4.26 0.57 -0.18
C 4.97 -0.39 0.63
C 6.49 -0.22 0.46
C 7.28 -1.30 1.20
C 7.52 -2.35 0.11
C 7.66 -1.47 -1.12
O 6.81 -0.36 -0.93
N -0.66 2.08 -0.13
C -2.93 -0.86 -0.49
C -4.26 -1.19 -0.36
H -7.06 -0.41 -1.98
H -6.59 -2.05 -1.55
H -8.21 -1.47 -1.16
H -8.62 0.12 0.63
H -7.57 1.29 -0.16
H -7.31 0.87 1.54
H -6.42 -1.43 2.15
H -6.21 -2.66 0.90
H -7.83 -2.08 1.30
H -5.48 1.81 0.57
H -3.12 2.40 0.35
H 1.68 3.38 0.80
H 1.29 3.91 -0.84
H 2.97 2.12 -1.67
H 3.70 3.42 -0.71
H 4.50 0.56 -1.16
H 4.67 -1.40 0.34
H 4.68 -0.21 1.67
H 6.77 0.79 0.78
H 8.24 -0.90 1.55
H 6.74 -1.69 2.06
H 6.65 -3.00 0.02
H 8.40 -2.96 0.29
H 8.70 -1.12 -1.23
H 7.37 -1.96 -2.05
H -2.20 -1.60 -0.78
H -4.56 -2.21 -0.57
*
```

Taken from the Mulliken analysis, the atomic charges in e are:
1. C -1.589
2. C 2.115
3. C -2.109
4. C -1.588
5. C 0.697
6. C -0.239
7. C -1.099
8. C -0.015
9. C 0.732
10. N -0.568
11. O -0.051
12. C 0.751
13. C -0.567
14. C -0.757
15. C 0.567
16. O -0.686
17. N -0.081
18. C -1.161
19. C 0.521
20. C -0.724
21. C -0.578
22. C -0.495
23. O -0.481
24. N -0.595
25. C -1.368
26. C -0.355
27. H 0.385
28. H 0.334
29. H 0.441
30. H 0.428
31. H 0.432
32. H 0.432
33. H 0.386
34. H 0.334
35. H 0.440
36. H 0.425
37. H 0.479
38. H 0.235
39. H 0.341
40. H 0.341
41. H 0.375
42. H 0.293
43. H 0.307
44. H 0.391
45. H 0.272
46. H 0.338
47. H 0.336
48. H 0.247
49. H 0.384
50. H 0.278
51. H 0.293
52. H 0.439
53. H 0.338

---

The ion C20H27N6O with charge +1 in a non-equilibrium geometry, computed with wB97M-V/def2-TZVPD.

E_tot (eV): -32158.5474
Kohn-Sham gap (eV): 8.177
Molar mass (g/mol): 367.5
ΔE to the lowest compared entry with this formula, charge and spin (kcal/mol): 1.5
SMILES: CCC[C@@H](c1nnnn1Cc1ccco1)[NH+]1CCN(c2ccccc2)CC1

```
! RIJCOSX wB97M-V def2-TZVPD def2/J DEFGRID3
* xyz 1 1
C 5.03 1.66 -1.93
C 4.06 0.77 -1.15
C 2.61 1.09 -1.54
C 1.62 0.15 -0.83
C 1.54 0.47 0.62
N 0.87 1.47 1.15
N 1.08 1.41 2.46
N 1.83 0.44 2.76
N 2.15 -0.20 1.63
C 2.96 -1.39 1.65
C 2.26 -2.52 0.96
C 2.64 -3.34 -0.06
C 1.56 -4.23 -0.27
C 0.60 -3.88 0.62
O 1.01 -2.84 1.37
N 0.25 0.23 -1.45
C -0.68 -0.75 -0.84
C -2.02 -0.73 -1.60
N -2.61 0.57 -1.63
C -3.49 0.98 -0.60
C -3.62 0.29 0.60
C -4.53 0.72 1.55
C -5.31 1.84 1.33
C -5.19 2.53 0.14
C -4.30 2.10 -0.82
C -1.71 1.53 -2.20
C -0.37 1.58 -1.45
H 6.05 1.43 -1.64
H 4.93 1.49 -3.00
H 4.84 2.71 -1.72
H 4.28 -0.28 -1.36
H 4.20 0.95 -0.09
H 2.40 2.12 -1.28
H 2.51 0.97 -2.62
H 1.96 -0.88 -0.95
H 3.12 -1.62 2.71
H 3.93 -1.21 1.18
H 3.58 -3.34 -0.57
H 1.51 -5.03 -0.99
H -0.37 -4.27 0.83
H 0.36 -0.04 -2.44
H -0.24 -1.75 -0.87
H -0.84 -0.45 0.20
H -2.71 -1.45 -1.15
H -1.84 -1.05 -2.64
H -3.04 -0.59 0.81
H -4.62 0.17 2.48
H -6.01 2.17 2.08
H -5.81 3.39 -0.06
H -4.24 2.62 -1.77
H -2.15 2.53 -2.17
H -1.54 1.27 -3.26
H 0.30 2.28 -1.94
H -0.51 1.89 -0.41
*
```

Taken from the Mulliken analysis, the atomic charges in e are:
1. C -1.501
2. C -0.089
3. C -1.303
4. C 1.273
5. C -0.931
6. N 0.022
7. N -0.814
8. N -0.397
9. N 0.939
10. C -0.691
11. C 0.587
12. C -0.559
13. C -0.313
14. C -0.766
15. O -0.332
16. N -0.190
17. C 0.359
18. C -1.558
19. N 0.236
20. C 0.864
21. C -0.283
22. C -0.900
23. C -0.493
24. C -0.633
25. C -0.292
26. C -1.302
27. C -0.450
28. H 0.429
29. H 0.365
30. H 0.344
31. H 0.262
32. H 0.271
33. H 0.525
34. H 0.488
35. H 0.043
36. H 0.407
37. H 0.237
38. H 0.557
39. H 0.476
40. H 0.521
41. H 0.660
42. H -0.230
43. H 0.506
44. H 0.574
45. H 0.365
46. H 0.324
47. H 0.383
48. H 0.403
49. H 0.387
50. H 0.498
51. H 0.519
52. H 0.291
53. H 0.456
54. H 0.453

---

A cluster of 3 separate species, C20H27NO2 in total, computed with wB97M-V/def2-TZVPD.

E_tot (eV): -26761.8912
Kohn-Sham gap (eV): 10.006
Molar mass (g/mol): 313.4
ΔE to the lowest compared entry with this formula, charge and spin (kcal/mol): 59.5
SMILES: CCOCC[C@@H]1CNC(=O)C1.c1ccccc1.c1ccccc1

```
! RIJCOSX wB97M-V def2-TZVPD def2/J DEFGRID3
* xyz 0 1
C 2.34 2.73 -0.97
C 1.14 1.87 -1.36
O 0.31 1.58 -0.24
C 0.21 0.22 0.13
C 1.25 -0.18 1.20
C 2.22 -1.35 0.89
C 3.65 -1.06 1.50
N 4.68 -1.24 0.45
C 3.91 -0.93 -0.74
O 4.24 -0.15 -1.58
C 2.57 -1.62 -0.58
H 2.04 3.77 -0.83
H 3.11 2.68 -1.75
H 2.78 2.36 -0.04
H 1.49 0.95 -1.83
H 0.53 2.43 -2.08
H -0.80 0.09 0.54
H 0.27 -0.42 -0.76
H 0.70 -0.44 2.11
H 1.80 0.73 1.45
H 1.83 -2.25 1.36
H 3.89 -1.68 2.37
H 3.69 -0.01 1.81
H 4.90 -2.23 0.40
H 1.82 -1.38 -1.34
H 2.78 -2.69 -0.69
C -1.61 0.20 -3.04
C -0.65 0.19 -4.05
C -0.91 -0.45 -5.25
C -2.13 -1.09 -5.45
C -3.09 -1.08 -4.44
C -2.83 -0.44 -3.24
H -1.41 0.71 -2.11
H 0.30 0.68 -3.89
H -0.16 -0.46 -6.03
H -2.33 -1.59 -6.39
H -4.04 -1.58 -4.60
H -3.58 -0.43 -2.46
C -3.06 0.60 5.64
C -2.23 1.38 4.84
C -2.09 1.07 3.49
C -2.77 -0.01 2.95
C -3.59 -0.79 3.75
C -3.73 -0.49 5.10
H -3.17 0.84 6.69
H -1.71 2.22 5.26
H -1.45 1.68 2.86
H -2.66 -0.24 1.90
H -4.11 -1.64 3.33
H -4.37 -1.09 5.72
*
```

Taken from the Mulliken analysis, the atomic charges in e are:
1. C -1.371
2. C 0.190
3. O -0.465
4. C 0.287
5. C -1.212
6. C 0.426
7. C -0.966
8. N -0.478
9. C 0.353
10. O -0.500
11. C -0.818
12. H 0.385
13. H 0.341
14. H 0.250
15. H -0.020
16. H 0.458
17. H -0.243
18. H 0.257
19. H 0.387
20. H 0.435
21. H 0.583
22. H 0.378
23. H 0.371
24. H 0.318
25. H 0.286
26. H 0.389
27. C -0.049
28. C -0.125
29. C -0.579
30. C -0.369
31. C -0.384
32. C -0.612
33. H 0.351
34. H 0.276
35. H 0.374
36. H 0.361
37. H 0.366
38. H 0.380
39. C -0.376
40. C -0.465
41. C -0.180
42. C -0.344
43. C -0.546
44. C -0.324
45. H 0.360
46. H 0.365
47. H 0.431
48. H 0.338
49. H 0.366
50. H 0.360

---

The molecule C20H27NO3, computed with wB97M-V/def2-TZVPD.

E_tot (eV): -28810.3824
Kohn-Sham gap (eV): 7.973
Molar mass (g/mol): 329.4
ΔE to the lowest compared entry with this formula, charge and spin (kcal/mol): 8.7
SMILES: COc1ccc(NC[C@@H](O)COc2ccc(C(C)(C)C)cc2)cc1

```
! RIJCOSX wB97M-V def2-TZVPD def2/J DEFGRID3
* xyz 0 1
C 6.26 -3.12 -2.45
O 4.93 -3.54 -2.35
C 4.20 -3.14 -1.26
C 4.67 -2.34 -0.23
C 3.85 -2.00 0.82
C 2.53 -2.45 0.89
N 1.74 -2.04 1.94
C 0.52 -2.65 2.39
C -0.55 -1.58 2.67
O -0.10 -0.78 3.74
C -0.80 -0.72 1.43
O -1.77 0.24 1.79
C -2.15 1.16 0.85
C -1.65 1.25 -0.44
C -2.12 2.24 -1.30
C -3.08 3.15 -0.91
C -3.61 4.25 -1.82
C -3.35 5.61 -1.18
C -5.12 4.04 -2.02
C -2.94 4.23 -3.20
C -3.58 3.05 0.39
C -3.13 2.07 1.26
C 2.06 -3.25 -0.16
C 2.88 -3.59 -1.21
H 6.64 -3.56 -3.37
H 6.86 -3.49 -1.61
H 6.34 -2.03 -2.50
H 5.69 -1.96 -0.24
H 4.23 -1.38 1.61
H 2.21 -1.50 2.66
H 0.14 -3.34 1.64
H 0.68 -3.21 3.33
H -1.49 -2.08 2.95
H -0.67 0.00 3.77
H -1.16 -1.35 0.60
H 0.14 -0.24 1.13
H -0.90 0.56 -0.79
H -1.70 2.27 -2.29
H -2.28 5.75 -1.01
H -3.86 5.71 -0.22
H -3.70 6.41 -1.83
H -5.31 3.07 -2.46
H -5.51 4.81 -2.69
H -5.65 4.11 -1.08
H -3.13 3.30 -3.72
H -3.35 5.04 -3.81
H -1.87 4.39 -3.12
H -4.33 3.73 0.74
H -3.52 2.00 2.26
H 1.04 -3.61 -0.16
H 2.52 -4.21 -2.01
*
```

Taken from the Mulliken analysis, the atomic charges in e are:
1. C -0.843
2. O -0.445
3. C 0.708
4. C -0.302
5. C -1.102
6. C 0.874
7. N -0.098
8. C -1.103
9. C 0.206
10. O -0.588
11. C -0.767
12. O -0.380
13. C 0.790
14. C -0.884
15. C -0.473
16. C 0.147
17. C 2.137
18. C -1.604
19. C -1.598
20. C -2.123
21. C -0.277
22. C -1.100
23. C -0.054
24. C -1.020
25. H 0.235
26. H 0.332
27. H 0.332
28. H 0.374
29. H 0.299
30. H 0.163
31. H 0.407
32. H 0.324
33. H 0.311
34. H 0.350
35. H 0.476
36. H 0.495
37. H 0.453
38. H 0.398
39. H 0.386
40. H 0.330
41. H 0.445
42. H 0.383
43. H 0.442
44. H 0.332
45. H 0.423
46. H 0.430
47. H 0.433
48. H 0.329
49. H 0.388
50. H 0.235
51. H 0.392

---

> What is the formula in the first record?

C20H27N3O3

---

> The lowest molar mass belongs to which entry?

C20H27NO2